Density functional theory data (ωB97M-V with the def2-TZVPD basis set) for C20H43BN3O2RhSi2 as an isolated structure.

Results
- Spin multiplicity: 5
- HOMO level (alpha / beta): -12.843 / -14.307 eV
- ΔE to the lowest compared entry with this formula, charge and spin: 0.0000 eV
- <S²>: 6.0081
- Gap between HOMO and LUMO (alpha / beta): 6.981 / 7.667 eV
- Total charge: +2

Cartesian coordinates (Å):
Rh1 -0.25 0.53 0.70
C1 2.89 0.26 -2.33
Si1 3.65 -0.40 -0.75
C2 5.46 0.02 -0.70
C3 3.46 -2.26 -0.68
C4 2.76 0.45 0.67
C5 2.40 1.86 0.38
C6 3.34 2.89 0.27
C7 2.91 4.17 -0.01
C8 1.57 4.42 -0.21
C9 0.69 3.37 -0.11
N1 1.09 2.12 0.18
Si2 2.51 -0.09 2.45
C10 1.02 0.80 3.19
C11 2.25 -1.93 2.63
C12 4.01 0.47 3.40
H1 3.24 -0.30 -3.20
H2 3.17 1.31 -2.48
H3 1.79 0.24 -2.32
H4 5.99 -0.49 -1.51
H5 5.92 -0.30 0.24
H6 5.64 1.09 -0.82
H7 3.80 -2.69 -1.63
H8 2.43 -2.60 -0.50
H9 4.08 -2.70 0.10
H10 4.38 2.67 0.43
H11 3.64 4.97 -0.08
H12 1.20 5.41 -0.44
H13 -0.38 3.50 -0.25
H14 0.00 0.69 2.78
H15 1.19 1.88 3.27
H16 0.91 0.42 4.21
H17 1.25 -2.23 2.33
H18 2.36 -2.19 3.69
H19 2.98 -2.52 2.08
H20 4.15 1.55 3.33
H21 4.92 -0.01 3.03
H22 3.91 0.21 4.46
C13 -5.12 -0.86 -1.25
C14 -4.45 -0.22 -0.06
C15 -4.95 -0.84 1.24
O1 -3.00 -0.51 -0.12
B1 -2.38 0.61 0.40
O2 -3.20 1.67 0.58
C16 -4.48 1.34 -0.05
C17 -4.45 1.95 -1.44
C18 -5.59 1.95 0.77
H23 -5.06 -1.95 -1.17
H24 -4.67 -0.54 -2.19
H25 -6.18 -0.60 -1.28
H26 -4.73 -1.90 1.24
H27 -6.03 -0.72 1.34
H28 -4.47 -0.38 2.11
H29 -3.64 1.52 -2.05
H30 -4.27 3.02 -1.35
H31 -5.39 1.80 -1.96
H32 -5.53 1.65 1.82
H33 -6.57 1.64 0.38
H34 -5.54 3.03 0.72
N2 -0.72 -3.54 -3.32
C19 -0.62 -3.38 -1.82
C20 -0.33 -1.93 -1.45
N3 -0.21 -1.74 -0.01
H35 -0.93 -4.50 -3.58
H36 0.15 -3.27 -3.78
H37 -1.47 -2.95 -3.70
H38 0.17 -4.06 -1.48
H39 -1.57 -3.72 -1.41
H40 -1.16 -1.29 -1.78
H41 0.59 -1.59 -1.94
H42 0.53 -2.32 0.40
H43 -1.09 -1.97 0.44

These are the Löwdin partial charges, in e, on atoms 1 to 2: number 1, Rh, carries 0.987; number 2, C, carries -0.164